(1)
{"formula": "C17H17NO4S", "method": "wB97M-V/def2-TZVPD", "species": ["C", "H", "H", "H", "O", "C", "O", "C", "C", "C", "C", "C", "C", "H", "H", "S", "O", "O", "N", "C", "C", "C", "C", "C", "C", "C", "C", "C", "H", "H", "H", "H", "H", "H", "H", "H", "H", "H", "H", "H"], "coordinates": [[7.177, 1.021, -0.139], [7.363, 1.016, -1.215], [7.504, 1.960, 0.302], [7.708, 0.180, 0.311], [5.785, 0.923, 0.122], [5.178, -0.170, -0.360], [5.755, -1.025, -0.984], [3.726, -0.205, -0.042], [3.104, 0.817, 0.673], [1.749, 0.736, 0.944], [1.030, -0.359, 0.504], [1.636, -1.381, -0.204], [2.989, -1.306, -0.477], [3.497, -2.086, -1.023], [1.039, -2.224, -0.514], [-0.740, -0.430, 0.785], [-1.150, -1.802, 0.743], [-1.046, 0.352, 1.950], [-1.246, 0.351, -0.615], [-2.169, -0.423, -1.433], [-3.546, -0.296, -0.854], [-4.352, -1.373, -0.530], [-5.578, -1.155, 0.076], [-5.986, 0.135, 0.374], [-5.173, 1.213, 0.068], [-3.953, 1.003, -0.552], [-3.004, 2.099, -0.928], [-1.578, 1.756, -0.460], [-0.848, 2.351, -1.023], [-1.478, 1.992, 0.601], [-3.308, 3.052, -0.494], [-3.004, 2.207, -2.018], [-5.488, 2.218, 0.311], [-6.939, 0.300, 0.855], [-6.211, -1.992, 0.325], [-4.016, -2.376, -0.744], [-2.119, -0.036, -2.457], [-1.826, -1.457, -1.420], [1.239, 1.502, 1.506], [3.684, 1.660, 1.011]], "lowdin_charge": [-0.043, 0.098, 0.094, 0.099, -0.043, -0.458, 0.118, -0.113, 0.008, -0.039, -0.251, -0.037, 0.011, 0.124, 0.115, 0.691, -0.272, -0.280, -0.214, -0.139, -0.172, -0.025, -0.079, -0.082, -0.031, -0.183, -0.105, -0.183, 0.123, 0.107, 0.120, 0.123, 0.110, 0.101, 0.102, 0.116, 0.138, 0.116, 0.115, 0.120], "homo_energy_ev": -9.1, "smiles": "COC(=O)c1ccc(S(=O)(=O)N2CCc3ccccc3C2)cc1", "lumo_ev": 0.046, "orbital_gap_ev": 9.121, "charge": 0}

(2)
{"formula": "C32H72N2O20P", "method": "wB97M-V/def2-TZVPD", "species": ["N", "H", "H", "H", "H", "N", "H", "H", "H", "H", "P", "O", "O", "O", "O", "O", "C", "O", "C", "C", "C", "H", "H", "H", "H", "H", "H", "H", "H", "O", "C", "O", "C", "C", "C", "H", "H", "H", "H", "H", "H", "H", "H", "O", "C", "O", "C", "C", "C", "H", "H", "H", "H", "H", "H", "H", "H", "O", "C", "O", "C", "C", "C", "H", "H", "H", "H", "H", "H", "H", "H", "O", "C", "O", "C", "C", "C", "H", "H", "H", "H", "H", "H", "H", "H", "O", "C", "O", "C", "C", "C", "H", "H", "H", "H", "H", "H", "H", "H", "O", "C", "O", "C", "C", "C", "H", "H", "H", "H", "H", "H", "H", "H", "O", "C", "O", "C", "C", "C", "H", "H", "H", "H", "H", "H", "H", "H"], "coordinates": [[-0.247, -1.559, 3.433], [0.219, -0.646, 3.496], [-1.135, -1.529, 2.800], [-0.568, -2.037, 4.081], [0.457, -2.062, 2.901], [1.955, -2.344, -0.893], [1.857, -2.581, 0.011], [2.568, -2.963, -1.236], [2.146, -1.300, -1.044], [1.013, -2.556, -1.077], [0.056, -0.407, 0.581], [0.058, -0.064, -0.862], [-0.330, -1.918, 0.697], [-0.751, 0.433, 1.416], [1.404, -0.451, 1.110], [-3.082, -2.868, -5.218], [-2.050, -2.202, -4.976], [-1.317, -1.541, -5.850], [-1.906, -1.485, -7.270], [-0.968, -0.740, -8.052], [-1.310, -2.413, -3.651], [-3.042, -1.042, -7.356], [-1.927, -2.495, -7.509], [0.119, -1.254, -7.952], [-0.908, 0.212, -7.359], [-1.083, -0.668, -9.067], [-0.252, -2.673, -3.907], [-1.749, -3.277, -2.884], [-1.252, -1.618, -2.977], [2.012, 0.234, -6.256], [1.464, -0.335, -5.297], [1.814, -1.547, -4.864], [2.630, -2.415, -5.681], [2.621, -3.713, -5.015], [0.505, 0.421, -4.286], [3.707, -1.975, -5.462], [2.698, -2.273, -6.585], [3.050, -3.682, -4.038], [3.539, -4.347, -5.425], [1.565, -4.333, -4.875], [-0.560, 0.199, -4.571], [0.482, 1.482, -4.142], [0.456, -0.107, -3.378], [5.602, 1.077, 3.179], [5.562, 0.251, 2.363], [6.434, -0.823, 2.181], [7.429, -1.240, 3.215], [8.158, -2.437, 2.424], [4.671, 0.384, 1.134], [6.947, -1.442, 4.194], [8.048, -0.446, 3.573], [8.392, -2.221, 1.418], [7.638, -3.379, 2.088], [8.982, -2.928, 3.153], [4.768, -0.244, 0.233], [4.638, 1.469, 0.617], [3.770, 0.128, 1.532], [-5.631, -0.715, -1.105], [-4.629, -0.863, -0.413], [-4.789, -1.380, 0.880], [-3.651, -1.494, 1.704], [-4.186, -2.340, 2.933], [-3.230, -0.365, -0.770], [-3.386, -0.549, 2.119], [-2.910, -2.084, 1.104], [-3.595, -2.192, 3.844], [-4.289, -3.393, 2.826], [-5.211, -2.027, 3.508], [-2.532, -1.072, -0.810], [-2.761, 0.275, 0.029], [-3.265, 0.204, -1.642], [2.422, 4.842, 0.280], [2.185, 3.678, -0.045], [2.880, 3.172, -1.115], [2.485, 1.842, -1.531], [3.296, 1.344, -2.758], [1.171, 2.870, 0.656], [1.436, 1.824, -1.720], [2.341, 0.945, -0.826], [2.975, 0.431, -2.863], [4.384, 1.394, -2.646], [3.243, 1.965, -3.485], [0.152, 2.900, 0.093], [0.706, 3.634, 1.427], [1.475, 1.861, 0.913], [-1.729, 3.836, -4.066], [-2.055, 2.821, -3.370], [-2.795, 1.698, -3.791], [-3.362, 1.680, -5.049], [-4.534, 0.651, -5.193], [-1.398, 2.668, -2.013], [-2.505, 1.332, -5.632], [-3.651, 2.582, -5.494], [-4.808, 0.505, -6.214], [-5.393, 1.019, -4.435], [-4.341, -0.184, -4.718], [-2.133, 2.392, -1.316], [-0.874, 3.481, -1.682], [-0.588, 1.988, -2.102], [1.857, -0.286, 5.680], [1.620, 0.834, 5.167], [1.098, 1.883, 5.827], [0.702, 1.669, 7.171], [-0.420, 2.549, 7.639], [1.882, 1.023, 3.764], [1.655, 1.994, 7.901], [0.488, 0.604, 7.308], [-0.233, 3.472, 7.136], [-0.419, 2.602, 8.782], [-1.303, 2.336, 7.216], [2.545, 1.740, 3.539], [1.142, 1.334, 3.314], [2.238, 0.225, 3.179], [-2.256, 0.034, 5.174], [-2.862, 1.046, 4.923], [-3.947, 1.428, 5.502], [-4.597, 0.521, 6.481], [-5.744, 1.189, 6.922], [-2.329, 1.992, 3.936], [-3.883, 0.330, 7.333], [-4.871, -0.348, 5.794], [-5.541, 2.124, 7.508], [-6.342, 0.601, 7.555], [-6.257, 1.506, 6.040], [-2.340, 2.947, 4.245], [-2.624, 1.845, 2.847], [-1.178, 1.924, 3.789]], "lowdin_charge": [0.331, 0.099, 0.146, 0.009, 0.118, 0.328, 0.052, 0.079, 0.154, 0.089, -0.356, -0.355, -0.464, -0.329, -0.379, 0.041, -0.522, -0.042, -0.211, -0.091, 0.017, 0.177, 0.088, 0.132, 0.127, 0.043, 0.066, 0.157, 0.024, 0.055, -0.467, -0.031, -0.223, -0.102, 0.034, 0.171, 0.023, 0.033, 0.120, 0.142, 0.075, 0.084, 0.032, 0.150, -0.530, -0.066, -0.157, -0.081, 0.015, 0.116, 0.091, 0.033, 0.067, 0.110, 0.077, 0.148, 0.001, 0.060, -0.422, -0.052, -0.229, -0.069, 0.018, 0.091, 0.125, 0.031, 0.038, 0.116, 0.011, 0.094, 0.051, 0.044, -0.515, 0.005, -0.213, -0.023, -0.005, 0.061, 0.103, 0.003, 0.093, 0.013, 0.106, 0.135, 0.047, 0.036, -0.375, -0.033, -0.251, -0.025, 0.021, 0.104, 0.100, 0.061, 0.137, -0.012, 0.076, 0.052, 0.043, 0.044, -0.465, 0.009, -0.245, -0.069, 0.011, 0.175, 0.112, 0.074, 0.116, 0.010, 0.083, -0.014, 0.073, 0.073, -0.619, 0.014, -0.220, -0.114, 0.022, 0.148, 0.151, 0.110, 0.073, 0.088, 0.032, 0.116, 0.114], "homo_energy_ev": -4.0, "lumo_ev": 1.771, "orbital_gap_ev": 5.786, "charge": -1}

(3)
{"formula": "C4H7NO", "method": "wB97M-V/def2-TZVPD", "species": ["O", "C", "N", "C", "C", "C", "H", "H", "H", "H", "H", "H", "H"], "coordinates": [[2.890, -1.641, -0.145], [1.999, -0.887, -0.346], [1.138, -0.162, 0.399], [0.241, 0.461, -0.543], [-1.332, 0.444, 0.872], [-1.196, -0.057, -0.486], [0.916, -0.045, -1.458], [0.971, -0.182, 1.407], [0.324, 1.551, -0.593], [-1.238, -0.220, 1.724], [-1.686, 1.451, 1.057], [-1.811, 0.435, -1.244], [-1.220, -1.144, -0.605]], "lowdin_charge": [0.091, -0.308, -0.009, -0.272, -0.022, -0.239, 0.154, 0.142, 0.118, 0.056, 0.064, 0.112, 0.115], "homo_energy_ev": [-8.1, -7.8], "lumo_ev": [0.150, 0.206], "orbital_gap_ev": [8.231, 8.041], "charge": 0}

(4)
{"formula": "C3H4N3O2", "method": "wB97M-V/def2-TZVPD", "species": ["C", "C", "C", "N", "N", "N", "O", "O", "H", "H", "H", "H"], "coordinates": [[-1.204, -0.574, -0.110], [0.022, -1.038, 0.049], [-2.412, 1.538, -0.068], [-1.729, 0.624, -0.002], [1.199, -0.401, 0.110], [1.317, 0.878, 0.142], [2.460, 1.343, -0.104], [2.395, -1.078, -0.112], [-1.973, -1.341, 0.009], [-0.035, -2.026, 0.258], [-3.117, 2.342, 0.003], [3.076, -0.268, -0.175]], "lowdin_charge": [-0.041, -0.030, 0.304, 0.120, -0.103, -0.020, 0.037, 0.132, 0.172, 0.117, 0.135, 0.177], "homo_energy_ev": [-11.6, -14.7], "spin_multiplicity": 3, "lumo_ev": [-4.714, -8.382], "orbital_gap_ev": [6.936, 6.314], "charge": 1}

(5)
{"formula": "C13H42O8", "method": "wB97M-V/def2-TZVPD", "species": ["C", "O", "H", "H", "H", "H", "O", "H", "H", "C", "C", "O", "H", "H", "H", "H", "H", "H", "C", "C", "O", "H", "H", "H", "H", "H", "H", "C", "C", "O", "H", "H", "H", "H", "H", "H", "C", "C", "O", "H", "H", "H", "H", "H", "H", "C", "C", "O", "H", "H", "H", "H", "H", "H", "C", "C", "O", "H", "H", "H", "H", "H", "H"], "coordinates": [[-0.295, 4.359, -4.058], [-0.830, 3.163, -3.613], [0.584, 4.539, -3.439], [-0.053, 4.296, -5.119], [-1.037, 5.149, -3.944], [-0.961, 2.606, -4.384], [-0.383, 0.147, -0.814], [0.472, 0.437, -0.496], [-0.624, 0.793, -1.478], [1.788, 2.941, 1.563], [2.930, 2.743, 0.591], [2.923, 1.399, 0.184], [1.647, 2.187, 2.338], [0.884, 3.043, 0.961], [1.881, 3.887, 2.095], [3.895, 2.880, 1.080], [2.848, 3.447, -0.237], [3.605, 1.283, -0.482], [-1.139, -2.595, -4.113], [-1.868, -3.313, -3.019], [-1.051, -3.305, -1.891], [-1.050, -1.528, -3.909], [-1.547, -2.706, -5.118], [-0.132, -2.997, -4.222], [-1.941, -4.364, -3.295], [-2.838, -2.872, -2.792], [-0.840, -2.388, -1.699], [4.401, -4.255, -0.537], [4.079, -3.451, -1.780], [5.235, -2.928, -2.308], [4.935, -5.140, -0.882], [3.509, -4.649, -0.050], [5.060, -3.775, 0.186], [3.314, -2.702, -1.575], [3.550, -4.073, -2.502], [5.179, -2.016, -2.603], [-3.631, 4.806, -0.189], [-4.481, 4.925, 1.068], [-5.062, 3.652, 1.279], [-3.447, 5.827, -0.524], [-4.182, 4.312, -0.989], [-2.684, 4.280, -0.068], [-5.238, 5.710, 1.084], [-3.837, 5.245, 1.887], [-4.379, 2.976, 1.283], [2.982, -1.676, 3.705], [3.569, -3.002, 4.245], [3.554, -2.994, 5.648], [2.839, -1.755, 2.627], [3.451, -0.719, 3.936], [1.986, -1.466, 4.097], [4.578, -3.093, 3.845], [2.931, -3.804, 3.874], [3.966, -2.173, 5.928], [-5.101, -1.502, 2.724], [-3.992, -1.387, 1.690], [-3.517, -0.047, 1.644], [-5.950, -0.947, 2.326], [-4.784, -1.073, 3.674], [-5.356, -2.551, 2.873], [-4.424, -1.633, 0.720], [-3.170, -2.069, 1.909], [-2.753, -0.083, 1.064]], "lowdin_charge": [-0.183, -0.123, 0.078, 0.082, 0.077, 0.075, -0.040, 0.015, 0.027, -0.081, -0.334, -0.083, 0.078, 0.068, 0.074, 0.107, 0.110, 0.083, -0.100, -0.344, -0.077, 0.067, 0.072, 0.077, 0.115, 0.110, 0.058, -0.086, -0.368, -0.059, 0.071, 0.072, 0.072, 0.104, 0.107, 0.087, -0.098, -0.322, -0.082, 0.067, 0.075, 0.068, 0.111, 0.100, 0.073, -0.099, -0.318, -0.076, 0.063, 0.065, 0.069, 0.103, 0.113, 0.080, -0.087, -0.332, -0.084, 0.074, 0.074, 0.073, 0.105, 0.110, 0.063], "homo_energy_ev": -9.9, "smiles": "CCO.CCO.CCO.CCO.CCO.CCO.CO.O", "lumo_ev": 0.017, "orbital_gap_ev": 9.911, "charge": 0}

The following strongest force on any atom values (in eV/Å) correspond, in order, to the records above: 1.01 11.36 3.11 4.38 2.05.
The following energy above the lowest of the compared OMol25 structures with the same formula, charge and spin values (in kcal/mol) correspond, in order, to the records above: 20.47 54.54 118.64 77.95 81.82.